{"formula": "C3H10O3", "method": "ωB97M-V with the def2-TZVPD basis set", "energy_ev": -9414.1474, "e_above_lowest_kcal_mol": 32.0, "orbital_gap_ev": 10.02, "species": ["O", "O", "O", "C", "C", "C", "H", "H", "H", "H", "H", "H", "H", "H", "H", "H"], "positions_angstrom": [[0.027, 2.202, -0.277], [2.720, 0.668, 0.101], [1.369, -1.885, 0.505], [-1.990, -0.900, -0.033], [-1.102, -0.043, -0.559], [-1.184, 1.426, -0.271], [-1.862, 1.984, -0.917], [-2.271, -1.781, -0.599], [-1.668, 1.566, 0.717], [0.730, 1.591, -0.031], [-2.374, -0.665, 0.954], [3.353, 0.532, -0.579], [-0.238, -0.294, -1.178], [2.452, -0.192, 0.425], [1.602, -2.567, 1.132], [0.435, -1.641, 0.611]], "mulliken_charge": [-0.488, -0.646, -0.673, -0.818, -0.280, -0.374, 0.277, 0.270, 0.251, 0.287, 0.318, 0.301, 0.544, 0.363, 0.303, 0.365]}

{"formula": "C42H65BF4N3O5P2RbSi", "method": "ωB97M-V with the def2-TZVPD basis set", "total_charge": -2, "energy_ev": -97982.9125, "orbital_gap_ev": 3.85, "species": ["Rb", "P", "P", "Si", "F", "F", "F", "F", "O", "O", "O", "O", "O", "N", "N", "N", "C", "C", "C", "C", "C", "C", "C", "C", "C", "C", "C", "C", "C", "C", "C", "C", "C", "C", "C", "C", "C", "C", "C", "C", "C", "C", "C", "C", "C", "C", "C", "C", "C", "C", "C", "C", "C", "C", "C", "C", "C", "C", "B", "H", "H", "H", "H", "H", "H", "H", "H", "H", "H", "H", "H", "H", "H", "H", "H", "H", "H", "H", "H", "H", "H", "H", "H", "H", "H", "H", "H", "H", "H", "H", "H", "H", "H", "H", "H", "H", "H", "H", "H", "H", "H", "H", "H", "H", "H", "H", "H", "H", "H", "H", "H", "H", "H", "H", "H", "H", "H", "H", "H", "H", "H", "H", "H", "H"], "positions_angstrom": [[0.304, 0.623, -0.625], [1.504, -0.536, 2.370], [-1.193, -1.957, -1.808], [2.387, 3.350, 0.495], [2.019, 1.835, -3.163], [2.318, 2.367, -5.401], [4.024, 1.402, -4.175], [3.391, 3.590, -3.777], [1.428, 2.401, -7.197], [-3.109, 0.273, 1.207], [3.617, 0.019, -1.324], [-0.540, 1.703, -7.934], [-3.867, 0.733, -1.485], [-0.433, -2.326, 1.294], [-2.448, 3.083, 0.996], [-1.729, 2.874, -1.717], [-0.457, 1.181, 3.313], [4.036, -0.006, 3.849], [-2.838, 3.265, 2.248], [-0.480, 3.720, -3.659], [3.364, -0.257, 2.499], [0.714, -4.063, -1.229], [0.850, -4.933, 3.581], [-1.697, -2.694, 0.948], [-1.721, -3.159, -3.175], [1.773, -4.207, 4.337], [-4.480, -2.985, 0.352], [-1.907, 4.007, -1.171], [2.561, -4.866, 5.443], [4.065, -1.376, 1.723], [2.505, 4.252, 2.208], [0.558, -2.576, -1.523], [-2.185, -2.528, -0.378], [-1.692, 1.644, -3.771], [-2.633, -2.442, -4.177], [-0.004, 3.507, -4.933], [0.704, -0.087, 5.130], [1.963, -2.872, 4.007], [1.684, 4.703, -0.675], [0.871, 0.571, 3.764], [4.249, 3.255, -0.020], [-2.323, -4.501, -2.749], [1.432, -2.147, -2.705], [-3.561, -2.606, -0.612], [0.112, -4.335, 2.584], [0.122, 2.137, -7.024], [-2.297, 4.166, 0.215], [-1.286, 1.486, -5.078], [-2.925, 5.628, 2.016], [-5.953, -3.064, 0.035], [0.254, -2.956, 2.273], [-0.404, 2.390, -5.661], [-2.529, 5.455, 0.708], [-2.650, -3.112, 1.917], [1.256, -2.237, 2.992], [-3.089, 4.505, 2.816], [-1.310, 2.777, -3.041], [-3.988, -3.262, 1.626], [2.947, 2.310, -4.123], [2.227, 5.655, -0.561], [3.070, 3.654, 2.929], [-6.131, -3.628, -0.884], [4.792, 4.170, 0.264], [-2.660, 1.121, 1.057], [5.123, -1.142, 1.577], [-1.796, -4.930, -1.899], [-4.676, -3.566, 2.410], [1.881, 2.445, -6.329], [-6.377, -2.065, -0.105], [-3.408, 4.590, 3.845], [-3.288, 1.508, -1.428], [3.475, 0.669, 1.921], [1.746, -4.275, -0.936], [1.325, -1.081, -2.916], [3.606, -1.494, 0.738], [-2.958, 2.362, 2.839], [0.718, -5.992, 3.787], [0.623, 4.895, -0.485], [-3.937, -2.340, -1.595], [1.593, 1.389, 3.845], [-2.310, 0.893, -3.293], [-0.811, 1.915, 4.046], [-0.601, -4.925, 2.019], [0.069, -4.363, -0.401], [2.692, -2.311, 4.578], [-2.916, -3.117, -4.991], [4.767, 2.414, 0.452], [0.013, -0.930, 5.067], [-2.303, -3.261, 2.932], [4.041, -0.887, 4.492], [3.605, 0.269, -2.260], [-0.784, -3.371, -3.697], [1.508, 4.423, 2.626], [-3.547, -2.082, -3.700], [1.170, -2.699, -3.613], [1.938, -5.574, 5.997], [0.703, 4.211, -5.353], [0.295, 0.639, 5.841], [5.080, 0.276, 3.678], [-0.109, 4.562, -3.088], [-2.268, -5.207, -3.585], [-2.123, -1.579, -4.608], [-3.871, 0.380, -0.579], [3.418, -5.421, 5.047], [2.483, -2.343, -2.488], [1.652, -0.454, 5.524], [2.941, -4.125, 6.148], [-6.497, -3.551, 0.845], [-1.596, 0.620, -5.651], [1.794, 4.381, -1.714], [-3.370, -4.398, -2.468], [3.558, 0.813, 4.389], [3.004, 5.231, 2.117], [3.984, -2.327, 2.252], [3.747, 0.858, -0.860], [0.897, -2.032, -0.637], [-1.218, 0.402, 3.210], [-2.434, -0.420, 1.141], [-3.107, 6.618, 2.416], [-1.808, 4.933, -1.744], [0.474, -4.672, -2.104], [-2.390, 6.305, 0.052], [4.335, 3.150, -1.106], [-0.333, 1.690, 2.354]], "mulliken_charge": [0.931, 0.644, 0.393, 1.032, 0.351, -0.562, -0.374, -0.409, -0.641, -0.701, -0.472, -0.655, -0.744, 0.874, -0.078, 0.466, -1.434, -1.657, -0.146, -0.246, 1.431, -1.609, -1.033, -0.993, 0.459, 0.444, 0.499, -0.171, -1.751, -1.561, -1.357, 2.798, 0.423, 0.653, -1.172, -1.243, -1.751, 0.245, -0.454, 1.053, -1.465, -1.700, -1.483, -0.903, -0.436, 0.281, 0.151, -1.552, -0.407, -1.561, -0.671, 0.681, -0.953, -0.007, 0.032, -1.000, 0.750, -1.232, 0.192, 0.430, 0.251, 0.304, 0.385, 0.431, 0.464, 0.317, 0.239, 0.916, 0.289, 0.408, 0.316, -0.684, 0.463, 0.181, 0.248, 0.509, 0.325, 0.064, 0.392, 0.234, 0.058, 0.549, 0.334, 0.174, -0.156, 0.438, 0.351, 0.283, 0.454, 0.225, 0.181, 0.511, 0.245, 0.209, 0.339, 0.389, 0.249, 0.471, 0.486, 0.094, 0.410, 0.120, 0.420, 0.304, 0.457, 0.372, 0.351, 0.399, 0.520, -0.219, 0.414, 0.303, 0.409, 0.307, 0.150, -1.849, 0.237, 0.483, 0.414, 0.471, 0.282, 0.404, 0.270, 0.007]}

{"formula": "C4H9NOS", "method": "ωB97M-V with the def2-TZVPD basis set", "energy_ev": -18666.8695, "e_above_lowest_kcal_mol": 15.2, "orbital_gap_ev": 9.87, "species": ["S", "O", "N", "C", "C", "C", "C", "H", "H", "H", "H", "H", "H", "H", "H", "H"], "positions_angstrom": [[0.018, 3.218, -1.212], [0.336, -0.276, 1.671], [0.181, -0.783, -0.544], [-0.662, -2.373, 1.094], [-0.018, -1.031, 0.785], [0.540, 0.518, -1.070], [-0.075, 1.681, -0.275], [0.184, 0.627, -2.090], [0.466, 4.087, -0.300], [1.615, 0.616, -1.084], [-1.093, 1.527, 0.056], [-0.415, -3.075, 0.293], [0.573, 1.739, 0.582], [-0.267, -2.714, 2.040], [-1.729, -2.173, 1.176], [0.344, -1.588, -1.124]], "mulliken_charge": [-0.262, -0.594, -0.184, -0.991, 0.613, -0.633, -0.584, 0.473, 0.129, 0.241, 0.348, 0.324, 0.333, 0.309, 0.229, 0.250]}

{"formula": "C23H38BBr2ClF5NO10", "method": "ωB97M-V with the def2-TZVPD basis set", "energy_ev": -213297.3511, "orbital_gap_ev": 7.85, "species": ["Br", "Br", "Cl", "F", "F", "F", "F", "F", "O", "O", "O", "O", "O", "O", "O", "O", "O", "O", "N", "C", "C", "C", "C", "C", "C", "C", "C", "C", "C", "C", "C", "C", "C", "C", "C", "C", "C", "C", "C", "C", "C", "C", "B", "H", "H", "H", "H", "H", "H", "H", "H", "H", "H", "H", "H", "H", "H", "H", "H", "H", "H", "H", "H", "H", "H", "H", "H", "H", "H", "H", "H", "H", "H", "H", "H", "H", "H", "H", "H", "H", "H"], "positions_angstrom": [[1.082, -3.968, -3.752], [5.236, -2.359, -2.539], [-1.133, -1.563, 4.860], [4.168, -4.563, -3.658], [2.674, -4.128, -1.548], [3.570, -2.706, -4.640], [-1.304, 3.083, -0.283], [3.920, 2.464, 1.640], [0.380, 0.274, 2.453], [-0.170, -2.416, 4.177], [-0.436, -0.551, 5.602], [-6.937, 0.369, 0.616], [-0.102, 2.346, -4.100], [-1.957, -2.354, 5.721], [-1.959, -0.923, 3.841], [-4.990, -0.814, 0.655], [-0.955, 1.028, -1.689], [0.909, 0.228, -4.531], [0.097, -0.768, 0.442], [-6.268, -0.702, -1.420], [0.524, 1.596, 0.331], [0.014, -2.095, 1.086], [3.795, -3.282, -3.435], [2.159, -1.880, -2.085], [-1.674, 0.637, 1.487], [-0.143, 2.973, 0.470], [-4.007, 0.193, 0.848], [2.051, 1.617, 0.506], [-2.615, -0.406, 0.841], [0.671, -1.657, -1.775], [0.865, 4.526, -1.321], [0.340, 0.906, -1.079], [1.982, 2.699, 2.934], [-0.178, 0.492, 1.178], [0.397, -0.600, -0.792], [2.488, -3.274, -2.586], [1.132, -4.159, 1.806], [1.357, -2.693, 1.437], [0.695, 4.205, 0.183], [2.686, 1.864, 1.895], [-6.108, -0.316, 0.023], [1.305, 1.289, -2.213], [0.651, 1.282, -3.654], [1.814, -2.179, 2.278], [2.046, 3.765, 2.741], [2.507, 2.340, -0.157], [0.152, -1.381, -2.686], [2.066, -2.682, 0.609], [1.278, -0.063, 2.391], [-2.653, -1.271, 1.494], [-6.399, -1.776, -1.498], [-0.460, 3.041, 1.509], [2.484, 2.547, 3.884], [-2.319, -0.688, -0.167], [-1.783, 0.472, 2.564], [2.819, -1.609, -1.271], [-5.392, -0.444, -2.008], [-0.973, 2.033, -4.354], [0.634, 5.565, -1.512], [2.446, 0.660, 0.169], [0.288, 3.869, -1.956], [2.175, 0.643, -2.235], [-7.136, -0.180, -1.795], [-1.648, 1.144, -1.030], [0.233, -2.603, -1.474], [1.649, 4.219, 0.689], [0.130, 5.036, 0.598], [-0.601, -2.756, 0.485], [0.107, -0.215, -4.812], [0.398, -4.216, 2.602], [0.768, -4.701, 0.936], [-4.051, 0.941, 0.046], [2.419, -1.222, -2.910], [-4.166, 0.740, 1.774], [-0.524, -1.974, 2.021], [2.936, 0.902, 2.338], [2.065, -4.622, 2.102], [1.709, 2.286, -2.078], [1.920, 4.422, -1.568], [-2.088, 1.616, 1.252], [0.944, 2.446, 3.097]], "mulliken_charge": [-0.076, -0.085, 1.811, -0.232, -0.329, -0.186, -0.474, -0.482, -0.638, -0.723, -0.690, -0.556, -0.590, -0.710, -0.726, -0.326, -0.676, -0.607, 1.068, -0.891, 2.998, -1.737, 0.662, -1.324, -2.953, -0.248, -1.146, -1.912, -0.118, -1.849, -1.289, 1.676, -1.386, 0.848, -0.372, 0.246, -1.797, 0.222, -0.640, 0.255, 0.728, -1.455, 0.861, 0.337, 0.424, 0.825, 0.525, 0.128, 0.466, 0.304, 0.293, 0.680, 0.435, 0.423, 0.945, 0.886, 0.253, 0.272, 0.363, -0.277, 0.192, -0.311, 0.342, 0.435, 1.015, 0.122, 0.692, 0.751, 0.292, 0.402, 0.380, 0.456, 0.757, 0.333, 0.415, 0.506, 0.444, 0.055, 0.399, 0.677, 0.214]}

{"formula": "C9H14", "method": "ωB97M-V with the def2-TZVPD basis set", "energy_ev": -9557.7473, "e_above_lowest_kcal_mol": 56.1, "orbital_gap_ev": 9.67, "species": ["C", "C", "C", "C", "C", "C", "C", "C", "C", "H", "H", "H", "H", "H", "H", "H", "H", "H", "H", "H", "H", "H", "H"], "positions_angstrom": [[-1.138, -0.573, -3.163], [2.261, 0.508, 1.491], [0.330, -1.068, 1.802], [-1.685, 0.715, -2.663], [-1.747, -0.529, 0.591], [1.655, 1.122, 0.353], [-0.331, -0.249, 0.848], [1.611, -0.608, 2.072], [0.352, 0.755, 0.141], [-1.031, 1.068, -1.884], [-1.992, -1.520, 1.015], [3.203, 0.745, 1.657], [-2.139, -0.059, 1.543], [-0.034, -0.683, -3.246], [-1.418, -1.269, -2.344], [-1.873, -0.884, -3.972], [-1.768, 1.568, -3.425], [-0.070, -1.869, 2.436], [-0.206, 1.306, -0.583], [2.182, 1.861, -0.427], [-2.549, 0.532, -2.188], [-2.230, -0.174, -0.357], [2.078, -1.063, 2.938]], "mulliken_charge": [-0.621, -0.844, -0.634, -0.671, -1.324, -0.436, 1.126, -0.264, -0.312, -0.172, 0.348, 0.491, 0.423, 0.304, 0.167, 0.277, 0.331, 0.305, 0.431, 0.255, 0.391, 0.110, 0.318]}

{"formula": "C10H12CdO7S", "method": "ωB97M-V with the def2-TZVPD basis set", "total_charge": -2, "energy_ev": -40295.1624, "orbital_gap_ev": 4.63, "species": ["Cd", "S", "O", "O", "O", "O", "O", "O", "O", "C", "C", "C", "C", "C", "C", "C", "C", "C", "C", "H", "H", "H", "H", "H", "H", "H", "H", "H", "H", "H", "H"], "positions_angstrom": [[-12.711, 22.134, 16.744], [-12.015, 21.180, 19.897], [-12.501, 24.015, 17.760], [-9.291, 19.359, 11.841], [-11.168, 17.420, 12.272], [-13.005, 19.947, 15.727], [-14.135, 23.134, 15.543], [-12.380, 21.056, 18.478], [-10.766, 21.536, 15.719], [-9.976, 20.529, 13.775], [-10.507, 22.123, 19.850], [-13.775, 24.463, 15.651], [-10.904, 20.678, 14.801], [-12.118, 19.737, 14.864], [-10.058, 19.490, 12.798], [-11.316, 19.609, 20.403], [-12.176, 18.682, 13.951], [-13.237, 24.939, 17.041], [-11.210, 18.442, 12.963], [-9.105, 21.175, 13.759], [-10.794, 23.172, 19.864], [-14.614, 25.159, 15.402], [-9.847, 21.873, 20.680], [-10.779, 19.813, 21.333], [-12.138, 18.930, 20.623], [-14.121, 25.285, 17.623], [-12.623, 25.841, 16.815], [-10.655, 19.173, 19.657], [-13.013, 24.684, 14.864], [-13.016, 17.994, 13.946], [-10.018, 21.868, 18.908]], "mulliken_charge": [1.422, 0.338, -0.794, -0.723, -0.739, -0.835, -0.892, -0.534, -1.005, -1.000, -0.862, -0.409, 0.913, 0.938, 0.426, -1.004, -0.983, -0.300, 0.415, 0.359, 0.300, 0.297, 0.381, 0.387, 0.325, 0.251, 0.215, 0.314, 0.227, 0.336, 0.235]}